[1]
{"formula": "C4H12NO3", "method": "ωB97M-V/def2-TZVPD", "species": ["H", "C", "H", "H", "H", "H", "H", "O", "H", "H", "H", "C", "N", "C", "O", "H", "O", "H", "H", "C"], "xyz": [[-2.39, 0.05, -0.38], [1.82, 0.47, -1.88], [1.15, 0.75, 0.17], [1.54, -0.16, -2.74], [-1.02, 0.41, -2.01], [2.84, 0.20, -1.62], [-2.11, 0.78, 1.94], [-1.07, -0.82, 1.39], [2.00, 1.53, -2.15], [-0.30, -1.71, 2.69], [-0.38, 1.07, 1.50], [-0.62, 0.94, -1.16], [-1.73, 0.77, -0.14], [0.78, 0.23, -0.79], [0.31, -2.45, 2.97], [-0.25, -1.04, 0.70], [0.55, -1.06, -0.49], [-0.53, 2.00, -1.33], [0.73, -2.52, 2.10], [-1.30, 0.57, 1.23]], "lumo_energy_ev": 4.16, "e_above_lowest_kj_mol": 62.9, "homo_lumo_gap_ev": 7.84, "homo_energy_ha": -0.135, "charge": -1}



[2]
{"formula": "CH9N4O", "method": "ωB97M-V/def2-TZVPD", "species": ["C", "H", "H", "H", "N", "H", "N", "N", "N", "H", "H", "O", "H", "H", "H"], "xyz": [[-1.49, -0.44, -0.28], [-0.84, -1.87, -1.70], [-2.55, -1.78, -1.16], [-0.43, 1.50, 1.72], [-0.55, 0.47, 0.00], [2.27, 0.15, 1.11], [-0.97, 1.60, 0.74], [1.88, -0.32, 0.19], [-1.57, -1.37, -1.11], [2.38, 0.03, -0.54], [0.56, 0.21, -0.08], [-2.86, -0.09, 0.21], [2.09, -1.35, 0.25], [-0.58, 2.44, 0.33], [-2.72, 0.68, 0.86]], "lumo_energy_ev": -3.27, "e_above_lowest_kj_mol": 98.0, "homo_lumo_gap_ev": 11.15, "homo_energy_ha": -0.530, "charge": 1}



[3]
{"formula": "C6H10", "method": "ωB97M-V/def2-TZVPD", "species": ["H", "H", "H", "C", "H", "H", "H", "C", "H", "C", "H", "C", "C", "H", "C", "H"], "xyz": [[-1.48, 1.28, 1.60], [-2.65, 0.31, -0.32], [1.27, 1.61, 0.46], [1.22, -0.61, -1.22], [0.93, 0.69, 1.94], [2.31, -0.57, -1.18], [1.18, -1.35, 0.80], [-1.57, 0.35, -0.42], [0.89, 0.25, -1.80], [-0.86, -0.64, 0.43], [-1.25, 0.57, -1.43], [0.66, -0.59, 0.21], [-0.88, 0.84, 0.82], [0.94, -1.52, -1.77], [0.65, 0.80, 0.88], [-1.36, -1.41, 1.00]], "smiles": "C[C@H]1C[C@H]2C[C@H]21", "lumo_energy_ev": 1.23, "e_above_lowest_kj_mol": 147.5, "homo_lumo_gap_ev": 10.57, "homo_energy_ha": -0.343}